# C5H7N3O

C5H7N3O in the gas phase in a non-equilibrium geometry (ωB97M-V/def2-TZVPD, OMol25).

Summary:
SMILES = C/C(C#N)=C(/N)C(N)=O
Energy above the lowest of the compared OMol25 structures with the same formula, charge and spin = 308.4 kJ/mol
E = -11813.194 eV
LUMO = -0.012 eV

Last columns: bonded neighbours and bond lengths (Å).
Cartesian coordinates (Å):
1 C -1.525 -0.258 -1.213  C4 1.497, H14 1.089, H15 1.085, H16 1.099
2 C 0.621 -1.207 0.055  C3 1.767, N5 1.369, O8 1.208
3 C -0.333 -0.123 1.074  C2 1.767, C4 1.375, N6 1.360
4 C -0.697 0.391 -0.148  C1 1.497, C3 1.375, C7 1.425
5 N 1.787 -0.828 -0.553  C2 1.369, H10 1.014, H11 1.015
6 N 0.354 0.572 2.019  C3 1.360, H12 1.007, H13 1.029
7 C -0.546 1.804 -0.249  C4 1.425, N9 1.164
8 O 0.384 -2.373 0.268  C2 1.208
9 N -0.405 2.959 -0.258  C7 1.164
10 H 2.007 0.151 -0.701  N5 1.014
11 H 2.493 -1.546 -0.687  N5 1.015
12 H 0.765 -0.050 2.696  N6 1.007
13 H 0.422 1.594 2.109  N6 1.029
14 H -1.874 -1.255 -0.949  C1 1.089
15 H -2.380 0.408 -1.248  C1 1.085
16 H -1.071 -0.238 -2.214  C1 1.099